A structure of composition C20H28B3F5N2O19 in a non-equilibrium geometry. Source: the OMol25 dataset; level of theory: wB97M-V/def2-TZVPD.

Geometry as XYZ:
```
77
Properties=species:S:1:pos:R:3:forces:R:3
F -8.767942 4.180438 -0.027428 0.05 -0.04 0.09
F -4.008007 3.650315 1.887843 0.05 -0.07 0.03
F 2.933215 -6.511355 1.588784 0.05 0.07 -0.04
F -2.320177 -0.287878 -0.722268 -0.16 0.09 0.02
F 0.144688 -3.224809 -3.675059 -0.04 -0.08 0.00
O 0.234689 -5.441611 -3.242116 -0.21 -0.02 0.31
O -6.721701 1.660889 3.006615 0.07 0.01 0.11
O -5.958531 1.584122 -2.452096 0.21 0.05 -0.15
O -4.239432 0.812587 -1.213034 -0.20 -0.22 0.07
O -1.001390 2.055719 4.752937 0.11 0.00 -0.05
O 1.392704 -5.429659 -1.332616 -0.08 0.10 -0.17
O -7.634594 3.255503 1.700314 0.33 0.00 -0.15
O 2.805900 4.123557 -1.912131 0.29 -0.38 0.31
O 4.678875 -5.298335 0.820482 0.09 -0.17 -0.32
O 1.371962 -0.843754 -0.862292 -0.31 1.24 0.72
O 6.820118 -4.745150 0.356975 0.03 0.06 0.03
O 0.938144 -7.389975 -2.337901 0.06 -0.07 -0.06
O -2.723647 3.466925 5.084978 -0.11 0.02 -0.17
O -2.441963 2.527354 3.078591 -0.17 -0.11 0.20
O 3.376126 4.182074 0.376560 0.09 -0.94 -0.08
O -4.798262 -0.223434 -3.105620 0.09 -0.06 0.14
O 5.088627 4.514256 -1.224183 -0.47 -0.61 -0.05
O 6.239930 -6.893596 0.709463 -0.19 0.04 0.02
O -7.167912 1.253233 0.842289 -0.04 0.13 -0.08
N 0.125882 0.261453 0.709370 0.13 0.44 -0.50
N 5.444942 2.866424 0.598236 -0.77 -0.47 -1.23
C -5.083478 0.800327 -2.275857 0.07 0.08 -0.19
C 0.069956 -4.148340 -2.684968 0.26 0.01 -0.26
C -7.135930 2.017217 1.951719 -0.13 -0.05 0.00
C 0.866511 -6.209132 -2.306815 0.11 0.00 -0.01
C -7.872970 1.981378 -0.178536 -0.10 -0.27 -0.45
C 6.001630 -5.561338 0.605101 0.03 -0.02 0.12
C 6.543425 0.648864 0.300351 0.11 0.27 -0.47
C -3.598814 -0.852914 -2.635257 -0.04 -0.20 -0.14
C 5.995298 1.872508 -0.393361 -0.38 0.36 0.62
C 0.965952 0.231814 -0.425364 0.40 -1.75 -0.67
C 1.378079 1.510797 -1.127505 -0.19 0.77 0.55
C -3.583303 -0.447349 -1.178212 0.27 0.17 -0.14
C 1.321043 2.788488 -0.247043 0.22 -0.30 -0.43
C -3.690286 4.065915 4.211544 -0.14 0.12 0.19
C -1.955433 2.628936 4.352531 0.07 0.05 -0.03
C 5.035705 -7.527813 1.158583 0.14 -0.21 -0.07
C 1.228752 -4.056051 -1.722461 0.05 0.21 0.38
C 3.984305 -6.530961 0.732794 -0.14 0.08 0.27
C -7.701878 3.404597 0.285845 -0.27 0.03 0.11
C -3.757949 3.059711 3.088270 0.12 0.06 -0.14
B 4.665791 3.862568 -0.067968 0.75 0.85 0.81
B 4.069146 4.649088 -2.127437 0.18 0.65 -0.85
B 2.511862 3.740421 -0.612686 -0.57 0.74 0.23
H 6.773323 -0.093103 -0.455216 0.16 -0.25 -0.07
H -2.741579 -0.445342 -3.172090 0.06 0.05 0.12
H 6.718160 2.379923 -1.016550 0.27 0.03 -0.06
H -3.638973 -1.928120 -2.784833 -0.22 0.03 -0.06
H -8.922380 1.680686 -0.171892 -0.04 0.16 0.12
H -6.791465 3.889406 -0.069037 -0.05 0.08 -0.02
H 1.020774 -3.424696 -0.863465 0.04 -0.13 0.10
H -4.475291 2.255211 3.247328 -0.07 0.04 -0.13
H 0.357249 3.283043 -0.316141 -0.22 0.08 0.02
H -4.128759 -1.113994 -0.509224 0.10 -0.01 0.09
H -3.320260 5.032094 3.865742 0.03 -0.05 -0.13
H 7.446196 0.885154 0.847554 0.11 -0.04 0.30
H -4.641145 4.204105 4.718094 0.07 -0.13 0.16
H 5.176728 1.544886 -1.039812 0.01 -0.04 -0.26
H 0.801040 1.637103 -2.035897 -0.19 -0.05 -0.21
H 1.478645 2.488135 0.781194 -0.11 0.12 0.34
H 3.613997 -6.666296 -0.284137 -0.15 0.00 0.05
H 0.656757 0.203891 1.567710 -0.08 -0.41 0.17
H -0.431540 1.106026 0.735567 0.11 0.14 0.19
H 2.402910 1.379179 -1.453804 0.17 -0.46 -0.18
H 4.759333 2.351827 1.142273 0.34 0.03 0.61
H 4.913799 -8.503289 0.696294 0.17 0.05 -0.13
H -7.442076 1.792836 -1.163562 -0.02 0.00 0.47
H 5.787179 0.224545 0.949221 -0.05 -0.12 0.30
H -0.913129 -4.083116 -2.214937 -0.03 0.08 -0.07
H 5.064271 -7.642913 2.242746 -0.10 0.11 0.02
H 2.137128 -3.703346 -2.210356 -0.08 0.03 -0.15
H 4.269464 5.232107 -3.142715 0.01 -0.03 -0.03
```
Forces are in eV/Å.

Summary:
Frontier orbital gap: 10.3 eV
Total charge: 0
2S+1: 1
LUMO energy: 0.00361 Ha

Mulliken population analysis, charges in e, atoms 1 to 2: atom 1 (F): -0.29, atom 2 (F): -0.27


A structure of composition C20H28BeNO2S in a non-equilibrium geometry. Source: the OMol25 dataset; level of theory: wB97M-V/def2-TZVPD.

Geometry as XYZ:
```
53
Properties=species:S:1:pos:R:3:forces:R:3
S -4.569263 1.691745 2.693956 -1.54 0.11 1.02
O 1.832101 -0.959225 -0.771133 1.61 -2.11 -0.07
O -1.294796 -3.535922 0.813582 0.81 1.42 1.09
N -2.199994 1.479717 1.270707 -2.31 0.04 1.03
C -3.125923 2.964087 -1.339267 0.99 0.47 -0.23
C -0.597493 4.003835 1.134393 0.45 0.00 0.51
C 0.490359 2.333016 2.286503 -0.34 1.41 0.26
C 2.499095 -2.167324 -0.197636 -0.68 0.45 2.33
C 2.538043 -1.358514 -1.972460 0.22 0.04 -2.20
C -1.707596 3.158910 -1.326336 -1.48 -0.58 -1.67
C -1.160857 -3.921751 2.205529 -0.63 0.09 -0.14
C 3.639448 -0.354331 -2.303765 -0.08 -0.26 -0.16
C -3.393872 1.611525 -1.577137 0.46 -0.78 -0.62
C -1.092986 1.862330 -1.652405 -0.82 0.16 0.25
C 1.628924 -1.575838 -3.165014 -0.23 0.33 -0.38
C 2.998314 -2.756086 -1.464040 -0.09 0.99 -1.04
C 0.437825 3.474131 0.273991 0.93 0.24 1.62
C -0.332628 -2.848027 2.958565 -0.29 0.48 -0.31
C -1.246495 -2.041756 0.832384 -0.49 -0.42 0.38
C -0.571640 3.300147 2.367961 1.42 0.22 -0.56
C -0.263924 -1.637229 1.957981 0.32 -0.32 -0.35
C -2.163324 0.903850 -1.731517 -0.53 1.31 -0.71
C 1.158501 2.508539 1.051163 -0.64 -0.11 -0.14
C -3.223956 1.574101 1.892392 4.08 -0.52 -2.64
Be -1.084689 2.171114 0.220636 -0.19 0.40 0.79
H -1.253464 3.530657 3.189026 0.22 -0.50 -0.28
H 0.783848 3.879387 -0.678314 -0.30 -0.22 0.34
H 0.725081 -1.558748 1.460840 -0.49 0.08 0.78
H -0.755730 -4.955709 2.309089 -0.23 0.74 -0.41
H 4.311484 -0.195496 -1.463354 -0.06 0.09 0.18
H 4.059851 -2.995777 -1.641326 -0.48 0.10 0.46
H -2.057789 -0.142566 -2.024406 0.00 0.34 0.31
H 4.254522 -0.698823 -3.143370 -0.18 -0.05 0.02
H -1.246091 4.146184 -1.275406 -0.17 -0.64 -0.21
H 0.674781 -2.018177 -2.834028 0.37 0.10 -0.18
H -2.239022 -1.602594 1.040908 0.13 -0.50 -0.04
H -4.387392 1.183365 -1.734198 0.37 0.05 0.43
H -0.067662 1.709071 -2.007683 -0.42 0.03 0.47
H 0.672366 -3.190216 3.267267 -0.52 0.12 -0.14
H 2.143782 -2.273775 -3.862475 -0.41 0.51 0.28
H -0.493729 -0.658936 2.451962 0.04 -0.85 -0.66
H -0.925244 -2.554750 3.848497 0.62 -0.13 -0.31
H 0.776999 1.624647 3.050137 -0.08 -0.01 0.02
H 1.429423 -0.620327 -3.669375 -0.16 -0.28 -0.04
H -0.962939 -1.697494 -0.168351 0.16 -0.22 0.28
H 2.328717 -3.532547 -1.855985 0.40 0.10 0.11
H 2.109857 2.036632 0.774572 -0.72 -0.06 -0.10
H -3.849650 3.793772 -1.253146 0.40 -0.73 0.23
H 3.293925 -1.883736 0.506210 -0.32 0.07 -0.02
H -1.239727 4.875563 0.934080 0.26 -0.77 -0.08
H -2.188183 -3.904521 2.631080 0.46 -0.24 -0.10
H 3.169054 0.589986 -2.596775 0.14 -0.04 0.20
H 1.739760 -2.766117 0.285488 -0.01 -0.16 0.41
```
Forces are in eV/Å.

Summary:
Frontier orbital gap: 6.4 eV
Total charge: -1
2S+1: 1
LUMO energy: 0.09354 Ha
Energy above the lowest of the compared OMol25 structures with the same formula, charge and spin: 13.90 kcal/mol

Mulliken population analysis, charges in e, atoms 1 to 2: atom 1 (S): -0.55, atom 2 (O): -0.30


A structure of composition C20H28CeN in a non-equilibrium geometry. Source: the OMol25 dataset; level of theory: wB97M-V/def2-TZVPD.

Geometry as XYZ:
```
50
Properties=species:S:1:pos:R:3:forces:R:3
Ce 1.116425 0.364446 -0.353021 -0.96 1.58 -1.86
N -0.133736 0.635401 1.728910 -0.09 -0.93 2.59
C -2.962932 -0.636352 -1.847213 -0.50 0.12 0.02
C -1.511762 -0.970462 -1.818458 0.40 -0.33 1.30
C -0.107692 0.321227 2.868966 0.16 0.98 -2.42
C -1.535514 -2.387299 0.343848 -0.27 -0.02 0.23
C 1.507704 -2.834999 -0.521387 0.01 -0.07 0.33
C 0.171647 1.203214 6.443488 0.01 -0.11 -0.32
C 0.504015 -1.972476 -1.223834 1.19 0.22 -2.39
C -0.548002 -0.626391 -2.804432 0.02 0.08 -0.36
C 0.156846 1.287376 5.050597 -0.07 0.31 0.29
C -0.868924 -1.769433 -0.831579 -1.40 0.89 -0.48
C 1.955620 -1.199011 -3.272204 0.22 -0.06 -0.30
C 0.475914 4.328049 -2.776132 -0.16 0.18 -0.07
C -0.112421 -1.204295 6.300768 0.02 0.02 -0.39
C -0.806657 0.137492 -4.061120 -0.30 0.06 0.06
C -0.127515 -1.129794 4.903428 -0.12 0.08 0.14
C 0.028003 -0.040949 7.067949 0.00 0.15 -0.15
C 0.708778 -1.233031 -2.451347 0.36 -1.17 1.84
C 1.277669 2.105893 -1.925739 0.34 -0.29 0.42
C -0.025879 0.133759 4.269252 0.02 -0.48 0.91
C 0.122843 3.093002 -1.940645 -0.01 -0.32 0.17
H 0.277731 2.249647 4.554588 -0.10 -0.17 0.19
H 1.513386 1.777644 -2.955854 0.08 -0.08 0.54
H 2.537561 -2.608321 -0.816980 -0.15 -0.12 -0.10
H -0.126026 0.991193 -4.200810 -0.05 -0.35 0.06
H -0.690009 -0.517692 -4.938652 0.10 0.09 0.22
H 2.201025 2.538963 -1.461200 -0.24 -0.06 -0.23
H -1.832933 0.523477 -4.090209 0.31 -0.11 0.02
H 0.724779 4.079087 -3.819274 -0.08 -0.04 0.37
H -0.763957 2.586022 -2.343647 0.06 0.14 -0.06
H -2.458061 -1.859726 0.608370 0.16 -0.10 -0.14
H 2.814690 -1.633183 -2.747037 -0.18 0.01 -0.13
H -3.568091 -1.486605 -2.213398 0.32 0.29 0.15
H 2.240224 -0.188869 -3.601441 -0.15 -0.25 0.03
H -0.220233 -2.171437 6.803104 0.09 0.39 -0.31
H -0.906401 -2.399033 1.239501 0.07 -0.11 -0.19
H 1.471249 -2.734539 0.575628 -0.16 -0.06 -0.35
H -0.150050 3.409228 -0.923999 0.08 0.02 -0.06
H -3.330626 -0.386646 -0.843914 0.04 -0.06 -0.24
H -3.181691 0.216109 -2.501641 0.08 -0.22 0.20
H 0.029212 -0.099120 8.161760 -0.01 -0.02 -0.48
H 0.285670 2.115458 7.032514 0.00 -0.35 -0.19
H 1.798055 -1.798422 -4.184279 0.18 0.18 0.22
H -0.223489 -2.037097 4.305228 -0.05 0.26 0.20
H -1.816211 -3.427219 0.117569 0.11 0.16 0.06
H 1.813543 -0.698263 0.941714 0.59 -0.57 0.97
H 1.331905 4.850484 -2.334561 -0.17 -0.05 -0.12
H -0.382598 5.005337 -2.786993 0.20 0.01 -0.04
H 1.326916 -3.901847 -0.726181 0.02 0.23 -0.12
```
Forces are in eV/Å.

Summary:
Frontier orbital gap (alpha / beta): 7.8 / 5.8 eV
Total charge: +2
2S+1: 2
LUMO energy (alpha / beta): -0.26872 / -0.33701 Ha

Mulliken population analysis, charges in e, atoms 1 to 2: atom 1 (Ce): 0.93, atom 2 (N): -0.42


A structure of composition C20H28Cl2GdN2O6 in a non-equilibrium geometry. Source: the OMol25 dataset; level of theory: wB97M-V/def2-TZVPD.

Geometry as XYZ:
```
59
Properties=species:S:1:pos:R:3:forces:R:3
Gd 1.163022 0.313173 1.099817 0.25 0.33 0.63
Cl 2.978048 0.307358 2.822478 1.34 -0.25 0.81
Cl -0.660889 -0.390951 3.720049 -1.75 -3.21 -0.70
O 0.264251 0.950032 3.940799 6.26 7.32 0.98
O 0.107848 -1.512307 4.163179 -0.29 -2.63 0.22
O -0.649340 4.015448 -0.831285 -0.78 1.06 -0.06
O -0.850391 -0.411666 2.237651 -1.38 -1.27 -0.80
O 1.475973 -3.890263 -0.845262 -0.37 -0.92 -0.44
O -1.882171 -0.123189 4.389811 -2.56 -0.91 0.52
N -0.195983 2.309600 0.560500 -0.21 1.39 -1.79
N 0.785063 -2.146176 0.403609 1.01 -1.13 -2.02
C 0.248420 -4.359242 -0.209439 0.73 -0.25 -0.22
C 1.619351 -1.030365 -3.181856 0.67 0.06 0.64
C 1.326077 1.460770 -1.949129 -0.63 -0.72 -1.52
C 0.167686 2.394974 -3.986006 -0.16 0.25 -0.40
C -1.761035 4.035587 0.121712 0.35 0.52 -0.78
C -1.338622 3.338231 2.489533 -0.05 0.09 0.25
C 1.388231 2.823781 -1.309813 -0.59 0.41 0.45
C 0.956592 0.007450 -3.836635 -0.06 -0.04 -0.03
C 1.704612 0.349389 -1.222523 1.26 0.48 0.90
C -2.602756 1.832877 0.932953 -0.23 -0.21 0.02
C -0.373871 -3.098931 0.383524 0.47 0.16 0.27
C -1.498793 2.863586 1.059665 0.54 -0.25 -0.06
C -0.920531 -3.404329 1.762428 -0.22 -0.30 0.10
C -1.450957 -2.550326 -0.539342 -0.12 0.22 -0.21
C 2.070610 -0.816348 -1.859083 -0.85 0.35 -1.89
C 1.673807 -2.645908 -0.437171 -1.61 0.93 1.92
C 1.832435 -2.352053 -3.846684 -0.04 -0.35 -0.44
C 0.818119 1.264971 -3.250212 0.59 0.39 0.45
C 0.166868 3.036528 -0.480111 -0.37 -1.60 1.77
C 2.781962 -1.882489 -1.072890 -0.21 -0.53 0.70
H -0.543526 2.944827 -3.355279 0.15 -0.12 -0.14
H -1.893477 -1.639106 -0.119208 0.11 -0.15 -0.05
H -1.522945 -2.582376 2.145633 0.17 -0.15 0.00
H -0.099996 -3.622776 2.452045 -0.18 0.14 0.00
H 0.912483 3.119783 -4.344583 -0.14 -0.07 0.04
H -1.082229 2.511598 3.157362 0.00 0.23 -0.13
H -2.637379 1.452997 -0.095930 -0.06 0.01 0.14
H -2.444173 0.999826 1.621607 -0.06 0.13 -0.17
H -0.542869 4.091396 2.534694 -0.11 -0.13 0.11
H -1.743456 5.014799 0.618658 0.01 -0.26 -0.08
H 2.900280 -2.597941 -3.917360 -0.16 -0.01 -0.03
H 1.419233 -2.331175 -4.861144 0.10 -0.10 0.10
H -2.240804 -3.302728 -0.661923 0.04 0.15 0.02
H -2.279351 3.793218 2.826794 0.12 -0.02 0.01
H 1.348057 -3.172941 -3.299008 0.13 0.17 -0.13
H 3.397948 -2.549886 -1.682791 -0.13 0.09 0.12
H 1.229109 0.677940 3.744496 -0.96 0.68 0.70
H 3.396885 -1.451476 -0.264829 -0.11 0.08 -0.39
H -2.681636 3.943870 -0.467547 0.16 -0.02 0.15
H -3.563916 2.310424 1.167806 0.11 -0.13 -0.05
H -0.373436 2.016037 -4.859657 0.05 0.11 0.08
H -1.559848 -4.296307 1.689995 0.05 0.10 0.06
H 2.252924 2.882618 -0.623863 -0.12 -0.20 -0.18
H -1.032531 -2.313426 -1.528608 -0.08 -0.04 0.19
H 0.588000 -0.152345 -4.853129 0.01 0.01 0.24
H 0.543873 -5.088271 0.558072 -0.10 0.18 -0.15
H -0.347982 -4.854872 -0.983914 0.05 0.14 0.18
H 1.467622 3.638029 -2.040912 -0.07 -0.21 0.14
```
Forces are in eV/Å.

Summary:
Frontier orbital gap (alpha / beta): 3.3 / 3.4 eV
Total charge: -1
2S+1: 8
LUMO energy (alpha / beta): 0.09582 / 0.09627 Ha
Energy above the lowest of the compared OMol25 structures with the same formula, charge and spin: 18.34 kcal/mol

Mulliken population analysis, charges in e, atoms 1 to 2: atom 1 (Gd): 0.05, atom 2 (Cl): -0.51


no.,DFT total energy (Eh)
1,-2892.2537
2,-1397.0455
3,-1308.0516
4,-3025.6252